# 1
Molecular formula: C2H4IN
Method: DFT, the ωB97M-V functional and the def2-TZVPD basis

For the total energy, the calculation gives -11728.2201 eV. The HOMO energy comes out at -9.293 eV. The calculation puts the gap between HOMO and LUMO at 9.72 eV. The spin multiplicity is 1. As for the SMILES: [H]/N=C/CI. As for the maximum force: 4.47 eV Å⁻¹. The energy above the lowest of the compared OMol25 structures with the same formula, charge and spin is 0.790 eV. As for the LUMO energy: 0.4 eV.

Geometry (Å):
H (-1.9009, 1.6310, 0.1599)
N (-1.2128, 1.0516, -0.3201)
C (-0.6300, 0.2187, 0.3873)
C (0.6989, -0.6976, -0.3649)
I (2.5881, 0.1494, 0.0618)
H (-0.6807, 0.0229, 1.4572)
H (0.4974, -0.6769, -1.4280)
H (0.6400, -1.6991, 0.0468)



# 2
Molecular formula: C4H8N2O4
Method: DFT, the ωB97M-V functional and the def2-TZVPD basis

For the total energy, the calculation gives -15445.0863 eV. The HOMO energy comes out at -9.296 eV. The calculation puts the gap between HOMO and LUMO at 9.43 eV. The spin multiplicity is 1. As for the SMILES: C/C=N/C(O)=N\O.O=CO. As for the maximum force: 3.79 eV Å⁻¹. The energy above the lowest of the compared OMol25 structures with the same formula, charge and spin is 3.762 eV. As for the LUMO energy: 0.1 eV.

Geometry (Å):
C (3.2637, -0.3350, 0.2494)
C (2.0477, 0.4479, 0.0665)
N (0.8864, -0.0441, -0.0401)
C (-0.2156, 0.7356, -0.3058)
O (-0.1835, 2.0957, -0.5694)
N (-1.3686, 0.2299, -0.5908)
O (-1.5863, -1.1266, -0.4421)
H (3.4899, -0.3455, 1.2929)
H (3.1024, -1.3129, -0.1155)
H (4.0233, 0.2543, -0.0589)
H (2.2865, 1.6008, 0.0336)
H (-1.0351, 2.4696, -0.5331)
H (-0.6968, -1.4753, -0.5532)
O (-5.1093, 1.0763, 0.6409)
C (-5.4342, 0.0219, 0.1702)
O (-4.7332, -0.9855, -0.3006)
H (-6.4163, -0.3180, -0.1089)
H (-3.7758, -0.9292, -0.1635)



# 3
Molecular formula: C37H35IN3O3PtTe
Method: DFT, the ωB97M-V functional and the def2-TZVPD basis

For the total energy, the calculation gives -68173.4376 eV. As for the charge: +2. The HOMO energy (alpha / beta) comes out at -13.891 / -13.676 eV. The calculation puts the gap between HOMO and LUMO (alpha / beta) at 7.06 / 5.18 eV. The spin multiplicity is 2. As for the maximum force: 0.93 eV Å⁻¹. The energy above the lowest of the compared OMol25 structures with the same formula, charge and spin is 1.397 eV. As for the LUMO energy (alpha / beta): -6.8 / -8.5 eV.

Geometry (Å):
Pt (1.5650, -0.3311, 1.4707)
C (1.9909, 3.2541, -1.4104)
C (3.1765, 2.3519, -1.2642)
N (4.2104, 2.5121, -2.0472)
C (5.3047, 1.7333, -1.8969)
C (5.4361, 0.7610, -0.9405)
C (6.6930, -0.0803, -0.9006)
O (7.2586, -0.2133, 0.3994)
C (4.3213, 0.5382, -0.0805)
C (4.4119, -0.4809, 0.9142)
N (3.4571, -1.0369, 1.6204)
C (3.7715, -2.2306, 2.3710)
C (4.9625, -2.9383, 2.1761)
C (5.2484, -4.0675, 2.9220)
C (4.3489, -4.5446, 3.8616)
C (3.1387, -3.8962, 4.0348)
C (2.8764, -2.7634, 3.2874)
I (0.9935, -1.8856, 3.4895)
C (3.1790, 1.3386, -0.2604)
O (2.1280, 1.2696, 0.5153)
H (2.1838, 3.9651, -2.2080)
H (1.8026, 3.7928, -0.4789)
H (1.0840, 2.6843, -1.6405)
H (6.1128, 1.9247, -2.5936)
H (7.4158, 0.3338, -1.6034)
H (6.4683, -1.0934, -1.2412)
H (7.8144, 0.5482, 0.5939)
H (5.4174, -0.8383, 1.0874)
H (5.6757, -2.6292, 1.4263)
H (6.1804, -4.5882, 2.7507)
H (4.5718, -5.4302, 4.4400)
H (2.4102, -4.2772, 4.7379)
C (-7.6776, -1.7417, 0.1824)
C (-6.2394, -1.3583, 0.3754)
C (-5.2159, -2.0410, -0.2743)
C (-3.8790, -1.6993, -0.1216)
C (-2.8320, -2.4803, -0.8588)
C (-3.5844, -0.6349, 0.7281)
Te (-1.6691, 0.1128, 1.2324)
N (-0.0516, -0.4717, 0.2177)
C (0.3556, -1.1797, -0.9419)
O (1.2976, -1.9417, -0.8687)
C (-0.3309, -0.8914, -2.2194)
C (-0.3605, -1.8847, -3.1976)
C (-0.9803, -1.6292, -4.4071)
C (-1.5448, -0.3808, -4.6523)
C (-1.4862, 0.6184, -3.6911)
C (-0.8783, 0.3631, -2.4710)
C (-1.8961, 2.0264, 0.4207)
C (-2.7869, 2.1962, -0.6347)
C (-2.9571, 3.4574, -1.1842)
C (-2.2528, 4.5276, -0.6508)
C (-1.3963, 4.3404, 0.4278)
C (-1.2005, 3.0841, 0.9935)
C (-0.3003, 2.9197, 2.1851)
C (-4.5752, 0.0687, 1.4284)
C (-4.3305, 1.2266, 2.3721)
C (-5.8943, -0.3137, 1.2248)
H (-7.7782, -2.5903, -0.4909)
H (-8.2437, -0.9065, -0.2324)
H (-8.1370, -2.0038, 1.1364)
H (-5.4613, -2.8739, -0.9234)
H (-3.2419, -3.4202, -1.2222)
H (-1.9740, -2.7192, -0.2250)
H (-2.4773, -1.9241, -1.7238)
H (0.0888, -2.8477, -2.9935)
H (-1.0235, -2.3998, -5.1656)
H (-2.0203, -0.1841, -5.6042)
H (-1.9027, 1.5975, -3.8979)
H (-0.8144, 1.1349, -1.7172)
H (-3.3506, 1.3563, -1.0192)
H (-3.6419, 3.6036, -2.0091)
H (-2.3850, 5.5199, -1.0625)
H (-0.8765, 5.1905, 0.8516)
H (0.1816, 3.8646, 2.4269)
H (0.4975, 2.1905, 1.9976)
H (-0.8563, 2.6004, 3.0741)
H (-3.3082, 1.3269, 2.7470)
H (-4.9587, 1.1165, 3.2550)
H (-4.5860, 2.1729, 1.8916)
H (-6.6735, 0.2200, 1.7592)



# 4
Molecular formula: C28H45ClN5O7Y
Method: DFT, the ωB97M-V functional and the def2-TZVPD basis

For the total energy, the calculation gives -65120.3345 eV. The HOMO energy comes out at -7.534 eV. The calculation puts the gap between HOMO and LUMO at 7.76 eV. The spin multiplicity is 1. As for the maximum force: 3.72 eV Å⁻¹. As for the LUMO energy: 0.2 eV.

Geometry (Å):
O (1.3063, 1.5615, -1.2745)
C (2.4813, 1.0005, -1.5379)
C (2.6317, 0.8727, -3.0556)
C (1.5112, 0.6581, -3.8597)
H (0.5430, 0.5162, -3.3775)
C (1.6472, 0.5915, -5.2526)
H (0.7544, 0.4330, -5.8559)
C (2.9145, 0.7305, -5.8238)
H (3.0180, 0.7113, -6.9076)
C (4.0294, 0.9386, -5.0146)
H (5.0200, 1.0502, -5.4453)
C (3.8884, 1.0243, -3.6264)
H (4.7467, 1.1772, -2.9684)
H (3.3369, 1.6346, -1.1858)
C (3.3288, -0.2240, 0.7181)
C (2.6265, -0.4434, -0.6133)
H (4.3625, -0.6194, 0.7209)
H (2.8150, -0.7403, 1.5550)
H (3.4057, 0.8493, 0.9469)
C (2.8640, -1.5599, -1.3510)
C (3.7150, -2.7368, -0.9782)
H (2.4564, -1.6238, -2.3621)
H (4.5799, -2.8159, -1.6641)
H (3.1424, -3.6665, -1.0941)
H (4.1060, -2.7094, 0.0501)
Y (0.2263, -0.5138, 0.2505)
Cl (0.9198, -2.9666, 0.6846)
C (-1.9934, -2.3538, 1.6228)
O (-1.4935, -1.2023, 1.7797)
N (-3.0950, -2.8290, 2.1885)
C (-3.7636, -2.1816, 3.3065)
C (-3.5562, -4.1829, 1.8733)
H (-1.4903, -3.0653, 0.9496)
H (-3.4274, -1.1458, 3.3996)
H (-3.5674, -2.7335, 4.2330)
H (-4.8391, -2.2257, 3.1250)
H (-3.2262, -4.4528, 0.8609)
H (-4.6490, -4.2176, 1.9271)
H (-3.1522, -4.9211, 2.5822)
H (-1.3414, 4.2018, -3.5699)
H (-3.3668, 3.0612, -2.7462)
C (-0.7488, 3.3148, -3.3122)
C (-2.7735, 2.1774, -2.4765)
N (-1.3930, 2.5799, -2.2324)
H (0.2504, 3.6174, -2.9863)
C (-0.7854, 2.3828, -1.0592)
O (-1.1194, 1.5027, -0.2238)
H (-3.1973, 1.6907, -1.5940)
H (0.0125, 3.1216, -0.8676)
H (-0.6656, 2.6814, -4.2048)
H (-2.8096, 1.4845, -3.3271)
H (0.8709, 2.0471, 5.2349)
H (1.0530, 4.4950, 4.0491)
C (1.6575, 1.7983, 4.5106)
C (1.7375, 3.9976, 3.3489)
N (1.4644, 2.5648, 3.2826)
H (1.6252, 0.7321, 4.2804)
C (1.0343, 2.0001, 2.1626)
O (0.8925, 0.7443, 2.0183)
H (1.6166, 4.4263, 2.3493)
H (0.8097, 2.6834, 1.3293)
H (2.6268, 2.0669, 4.9435)
H (2.7661, 4.1676, 3.6912)
C (-1.6787, -5.9577, -2.2632)
C (-0.9621, -4.6211, -2.2130)
C (-1.5339, -3.4401, -3.0443)
C (-1.2771, -3.5926, -4.5759)
C (-1.8483, -4.8288, -5.2440)
C (-3.0397, -3.2605, -2.8056)
O (-3.9114, -4.0395, -3.1932)
N (-3.4328, -2.1259, -2.1307)
C (-2.6354, -1.3130, -1.3196)
O (-3.1852, -0.5504, -0.5238)
N (-1.2738, -1.4434, -1.4910)
C (-0.7800, -2.1800, -2.5264)
O (0.3301, -1.9151, -3.0188)
H (-2.6887, -5.8802, -1.8447)
H (-1.1112, -6.6735, -1.6580)
H (-1.7424, -6.3470, -3.2827)
H (-0.8892, -4.2830, -1.1655)
H (0.0816, -4.7465, -2.5417)
H (-0.1915, -3.5502, -4.7392)
H (-1.6947, -2.6938, -5.0589)
H (-1.1891, -5.6965, -5.1300)
H (-2.8408, -5.0553, -4.8432)
H (-1.9463, -4.6343, -6.3173)
H (-4.4249, -2.0252, -1.9593)



# 5
Molecular formula: C14H21N3O5
Method: DFT, the ωB97M-V functional and the def2-TZVPD basis

For the total energy, the calculation gives -29563.8381 eV. The HOMO energy comes out at -8.340 eV. The calculation puts the gap between HOMO and LUMO at 9.06 eV. The spin multiplicity is 1. As for the SMILES: [H]/N=C(/N)NCCCCOC(=O)c1cc(OC)c(O)c(OC)c1. As for the maximum force: 4.78 eV Å⁻¹. The energy above the lowest of the compared OMol25 structures with the same formula, charge and spin is 4.634 eV. As for the LUMO energy: 0.7 eV.

Geometry (Å):
H (-2.3597, -1.8337, -2.1136)
N (-1.4031, -1.9871, -1.7440)
C (-1.1988, -1.7152, -0.5151)
N (-0.0135, -2.1067, -0.0585)
N (-2.0839, -1.1147, 0.2658)
C (-3.3934, -0.6897, -0.0996)
C (-3.9698, 0.0914, 1.0912)
C (-3.4819, 1.6146, 1.0227)
C (-2.4196, 1.9658, 2.0656)
O (-1.1593, 1.3606, 1.8156)
C (-0.6037, 1.7093, 0.5802)
O (-1.0626, 2.6076, -0.1374)
C (0.6939, 0.9890, 0.2710)
C (0.9347, 0.8612, -1.0423)
C (2.0762, 0.1877, -1.4745)
O (2.3604, -0.1871, -2.6673)
C (1.3218, -0.5776, -3.5568)
C (3.0878, -0.0721, -0.5142)
O (4.3542, -0.4660, -1.0127)
C (2.8524, -0.0257, 0.9179)
O (3.5972, -0.3997, 2.0194)
C (4.9892, -0.3478, 1.8738)
C (1.5549, 0.4235, 1.1716)
H (0.4091, -1.7344, 0.7398)
H (0.5409, -2.1810, -0.8720)
H (-1.7083, -0.9972, 1.2259)
H (-3.5399, -0.1735, -1.0678)
H (-4.0178, -1.5673, -0.4667)
H (-5.0849, 0.1387, 1.1549)
H (-3.7836, -0.3642, 2.0406)
H (-3.3133, 1.9798, 0.0008)
H (-4.3632, 2.2362, 1.3517)
H (-2.7229, 1.4961, 3.0352)
H (-2.3179, 3.0250, 2.2272)
H (0.1829, 1.1519, -1.7364)
H (1.8871, -1.0947, -4.4299)
H (0.7506, -1.4917, -3.2852)
H (0.6184, 0.2688, -3.6999)
H (4.2565, -0.4123, -1.9890)
H (5.4669, 0.4533, 1.3095)
H (5.4265, -0.4517, 2.8398)
H (5.3667, -1.2021, 1.2770)
H (1.2726, 0.6326, 2.1855)



# 6
Molecular formula: C4H5N3
Method: DFT, the ωB97M-V functional and the def2-TZVPD basis

For the total energy, the calculation gives -8696.2736 eV. The HOMO energy comes out at -8.599 eV. The calculation puts the gap between HOMO and LUMO at 8.07 eV. The spin multiplicity is 1. As for the SMILES: [H]/N=c1/nccc[nH]1. As for the maximum force: 5.13 eV Å⁻¹. The energy above the lowest of the compared OMol25 structures with the same formula, charge and spin is 3.539 eV. As for the LUMO energy: -0.5 eV.

Geometry (Å):
H (-2.7049, 0.6009, 0.0261)
N (-2.5166, -0.3510, -0.1556)
C (-1.2024, -0.4023, 0.0490)
N (-0.4920, -1.6311, 0.1994)
C (0.8308, -1.3875, -0.0076)
C (1.5677, -0.1384, -0.0895)
C (0.8192, 1.0628, 0.0325)
N (-0.5894, 0.9283, 0.3415)
H (1.6017, -2.2761, 0.0886)
H (2.7258, -0.1632, -0.0377)
H (1.3025, 2.0165, -0.2474)
H (-1.3426, 1.7411, -0.1994)